Record 1
The ion C3H5OS with charge -1, computed with the ωB97M-V functional and the def2-TZVPD basis.

The value obtained for the LUMO energy is 4.1460 eV. The value obtained for the total energy is -590.7609 Ha. For the max |F|, the calculation gives 0.61 eV/Å. Its SMILES is O=CCC[S-]. The calculation puts the HOMO-LUMO gap at 0.2461 hartree. For the highest occupied orbital energy, the calculation gives -2.55 eV. For the energy above the lowest of the compared OMol25 structures with the same formula, charge and spin, the calculation gives 0.312 eV.

Geometry as ORCA input:
```
! wB97M-V def2-TZVPD RIJCOSX def2/J DEFGRID3
* xyz -1 1
O -1.833 1.549 0.659
C -0.746 1.131 0.313
C -0.498 -0.133 -0.419
C 0.749 -0.851 0.143
S 2.322 0.049 -0.151
H 0.183 1.693 0.496
H -1.394 -0.766 -0.458
H -0.242 0.138 -1.448
H 0.615 -0.996 1.212
H 0.845 -1.814 -0.346
*
```

=====

Record 2
A structure of composition C19H16N6OSSbSe4Ta at a distorted geometry, computed with the ωB97M-V functional and the def2-TZVPD basis.

The value obtained for the LUMO energy is -1.8845 eV. The value obtained for the total energy is -11438.4905 Ha. For the max |F|, the calculation gives 10.19 eV/Å. The calculation puts the HOMO-LUMO gap at 0.2045 hartree. For the highest occupied orbital energy, the calculation gives -7.45 eV.

Geometry as ORCA input:
```
! wB97M-V def2-TZVPD RIJCOSX def2/J DEFGRID3
* xyz 0 1
Ta -1.709 -0.635 0.993
N 0.023 -0.787 3.727
C -0.503 -0.071 2.725
S 0.381 0.192 1.295
N -1.746 0.343 2.879
N -2.202 1.064 1.850
C -2.772 2.198 1.731
C -3.396 2.454 0.459
C -4.515 3.283 0.317
C -5.181 3.345 -0.884
C -4.723 2.605 -1.978
C -3.575 1.848 -1.894
C -2.883 1.749 -0.673
O -1.812 1.012 -0.567
H 0.868 -1.334 3.566
H -0.541 -0.951 4.545
H -2.839 2.902 2.557
H -4.893 3.815 1.181
H -6.074 3.949 -0.969
H -5.284 2.616 -2.903
H -3.196 1.280 -2.732
Se -1.493 -3.197 2.386
Sb -2.875 -2.769 0.581
Se -4.128 -0.582 0.586
Se -1.734 -1.536 -1.231
Se -4.335 -4.616 -0.260
C 2.102 -1.534 -3.937
C 0.911 -1.361 -3.256
N 0.808 -0.573 -2.183
C 1.897 0.015 -1.736
C 3.171 -0.186 -2.270
C 3.251 -0.942 -3.431
C 4.376 0.364 -1.635
C 4.769 0.176 -0.366
C 4.086 -0.624 0.657
C 4.526 -0.617 1.986
C 3.717 -1.241 2.920
N 2.573 -1.843 2.596
C 2.299 -1.884 1.291
N 3.004 -1.334 0.326
H 2.133 -2.145 -4.827
H 0.000 -1.870 -3.548
H 1.778 0.720 -0.921
H 4.215 -1.100 -3.899
H 5.013 0.963 -2.279
H 5.678 0.658 -0.026
H 5.432 -0.109 2.282
H 3.958 -1.234 3.977
H 1.440 -2.477 0.993
*
```

=====

Record 3
The molecule C3H7NO at a distorted geometry, computed with the ωB97M-V functional and the def2-TZVPD basis.

The value obtained for the LUMO energy is 0.9819 eV. The value obtained for the total energy is -248.4169 Ha. For the max |F|, the calculation gives 1.15 eV/Å. Its SMILES is CC(C)=NO. The calculation puts the HOMO-LUMO gap at 0.3915 hartree. For the highest occupied orbital energy, the calculation gives -9.67 eV. For the energy above the lowest of the compared OMol25 structures with the same formula, charge and spin, the calculation gives 2.984 eV.

Geometry as ORCA input:
```
! wB97M-V def2-TZVPD RIJCOSX def2/J DEFGRID3
* xyz 0 1
C -1.309 -0.316 -0.038
C 0.134 0.028 -0.286
N 0.618 1.134 -0.693
O -0.290 2.183 -0.421
C 1.207 -0.913 0.155
H -1.491 -1.330 -0.411
H -2.015 0.360 -0.518
H -1.536 -0.343 1.030
H 0.236 2.551 0.305
H 1.583 -1.582 -0.610
H 0.832 -1.494 1.001
H 2.031 -0.278 0.486
*
```